This record from the Open Molecules 2025 dataset describes a gas-phase ion, C5H11N2 (charge +1) at a distorted geometry. The level of theory is the ωB97M-V functional and the def2-TZVPD basis.

The SMILES is C=C1N(C)C[N@@H+]1C. The max |F| is 4.814 eV/A. Its net charge is +1. Its energy above the lowest of the compared OMol25 structures with the same formula, charge and spin is 288.3 kJ/mol. Its orbital gap is 0.3687 Eh. As for the HOMO energy: -13.210 eV.

Each line ends with the Mulliken charge.
Positions of all 18 atoms, in Å:
C  -1.014046  0.807214  -1.665984  -0.93
C  -0.348666  0.380823  -0.590157  0.26
N  -0.295393  -0.933936  0.035373  0.00
C  -0.603177  -2.101296  -0.755183  -1.01
C  0.926531  -0.785638  0.599463  -0.31
N  0.797732  0.827157  0.265931  -0.03
C  0.356310  1.662741  1.476529  -0.80
H  -0.588915  1.593137  -2.285461  0.26
H  -1.854097  0.255222  -2.055836  0.30
H  -0.150038  -2.038212  -1.766497  0.41
H  -0.296952  -3.023836  -0.233973  0.36
H  -1.670328  -2.211252  -0.883815  0.32
H  0.954284  -0.961177  1.631877  0.36
H  1.736229  -1.049799  -0.037298  0.38
H  1.493184  1.339897  -0.302445  0.40
H  0.440838  2.761106  1.145294  0.33
H  -0.689166  1.353839  1.568515  0.34
H  0.953351  1.619518  2.389518  0.36

Cartesian forces (eV/Å) of the 2 atoms listed first:
C 1.571 0.302 0.623
C -0.315 -2.734 0.324